(1)
{
  "formula": "C2H4S3",
  "method": "ωB97M-V/def2-TZVPD",
  "e_above_lowest_kj_mol": 121.7,
  "smiles": "SC1(S)CS1",
  "e_lumo_ha": 0.012,
  "gap_ev": 9.32,
  "species": ["S", "C", "S", "C", "S", "H", "H", "H", "H"],
  "positions_angstrom": [[0.045, -1.755, -0.325], [-0.045, 0.021, -0.041], [-2.022, 0.601, -0.131], [0.790, 0.589, 1.010], [1.216, 1.123, -0.687], [0.547, -1.799, -1.569], [-2.152, -0.024, -1.376], [0.187, 1.355, 1.552], [1.435, -0.112, 1.568]]
}

=====

(2)
{
  "formula": "C5H9NO2",
  "method": "ωB97M-V/def2-TZVPD",
  "e_above_lowest_kj_mol": 105.2,
  "smiles": "O=C(O)[C@H]1CCCN1",
  "e_lumo_ha": 0.031,
  "gap_ev": 9.75,
  "species": ["O", "C", "O", "C", "C", "C", "C", "N", "H", "H", "H", "H", "H", "H", "H", "H", "H"],
  "positions_angstrom": [[-0.629, -2.170, 0.874], [0.372, -1.520, 0.861], [1.518, -1.733, 1.582], [0.825, -0.374, -0.011], [-0.056, -0.392, -1.310], [-0.908, 0.958, -1.162], [-0.910, 1.372, 0.343], [0.392, 0.810, 0.859], [1.413, -2.184, 2.411], [1.983, -0.385, -0.060], [-0.610, -1.334, -1.287], [0.532, -0.403, -2.222], [-0.403, 1.701, -1.794], [-1.952, 0.751, -1.514], [-1.744, 0.968, 0.876], [-0.954, 2.462, 0.547], [1.133, 1.473, 1.007]]
}

=====

(3)
{
  "formula": "CH30O18Pb",
  "method": "ωB97M-V/def2-TZVPD",
  "e_above_lowest_kj_mol": 0.0,
  "e_lumo_ha": -0.003,
  "gap_ev": 9.37,
  "species": ["Pb", "C", "O", "O", "O", "O", "H", "H", "O", "H", "H", "O", "H", "H", "O", "H", "H", "O", "H", "H", "O", "H", "H", "O", "H", "H", "O", "H", "H", "O", "H", "H", "O", "H", "H", "O", "H", "H", "O", "H", "H", "O", "H", "H", "O", "H", "H", "O", "H", "H"],
  "positions_angstrom": [[1.404, -0.133, -1.610], [-0.249, -0.382, 0.389], [-0.037, -1.504, -0.400], [-1.415, -0.086, 0.546], [0.663, 0.491, 0.418], [-1.214, 2.502, 1.027], [-1.495, 2.435, 1.945], [-1.154, 1.531, 0.784], [2.521, 2.089, 1.531], [2.190, 2.490, 2.338], [1.765, 1.715, 1.071], [0.293, 1.277, 3.117], [0.267, 2.210, 3.350], [0.535, 1.168, 2.163], [2.504, -2.085, -2.103], [3.340, -2.537, -1.783], [1.890, -2.773, -1.870], [-0.661, -3.067, 1.691], [-0.690, -2.567, 2.538], [-0.475, -2.424, 0.970], [-0.632, 1.236, -2.320], [-0.868, 1.318, -3.257], [-1.468, 1.367, -1.914], [-0.235, -1.665, -2.835], [-1.060, -1.163, -3.023], [-0.388, -1.878, -1.890], [3.505, -0.060, -0.618], [3.426, -0.299, 0.317], [4.111, 0.659, -0.693], [2.816, -0.790, 1.883], [2.965, 0.026, 2.361], [1.994, -0.584, 1.410], [0.534, 3.889, -0.499], [0.300, 3.167, 0.148], [-0.274, 3.947, -0.952], [-2.855, -1.896, -0.822], [-2.265, -1.204, -0.398], [-3.524, -2.120, -0.144], [-1.737, -4.528, -0.772], [-1.791, -3.592, -0.792], [-0.841, -4.735, -0.582], [1.926, 2.259, -1.791], [1.400, 2.833, -1.178], [2.634, 2.881, -1.979], [-3.037, 1.057, -1.152], [-2.476, 0.548, -0.536], [-3.756, 0.486, -1.450], [-2.759, -0.203, 2.719], [-3.303, -1.018, 2.829], [-2.319, -0.291, 1.819]]
}

=====

(4)
{
  "formula": "C31H26FMnN6O4PS",
  "method": "ωB97M-V/def2-TZVPD",
  "multiplicity": 5,
  "s2": 6.186,
  "total_charge": 1,
  "e_lumo_ha": [-0.139, -0.098],
  "gap_ev": [7.21, 8.47],
  "species": ["Mn", "C", "C", "N", "N", "C", "S", "N", "N", "H", "H", "H", "H", "H", "H", "C", "C", "C", "C", "C", "C", "P", "C", "C", "C", "C", "C", "C", "C", "C", "C", "C", "C", "C", "C", "C", "C", "C", "H", "H", "H", "H", "H", "H", "H", "H", "H", "H", "H", "H", "H", "H", "H", "H", "F", "C", "C", "N", "C", "C", "O", "O", "C", "O", "N", "C", "O", "H", "H", "H", "H"],
  "positions_angstrom": [[0.853, 0.635, -1.124], [3.220, 0.039, 4.111], [3.760, 0.117, 2.736], [4.999, -0.023, 2.386], [4.998, 0.115, 1.029], [3.782, 0.338, 0.523], [3.373, 0.534, -1.101], [2.979, 0.345, 1.624], [1.603, 0.479, 1.548], [4.046, -0.126, 4.797], [2.512, -0.785, 4.206], [2.711, 0.963, 4.385], [5.853, 0.008, 0.504], [1.315, 1.356, 1.977], [1.156, -0.305, 2.026], [-4.629, -0.461, -2.961], [-4.775, -0.700, -1.603], [-3.771, -0.329, -0.721], [-2.615, 0.280, -1.204], [-2.469, 0.514, -2.570], [-3.477, 0.146, -3.446], [-1.308, 0.856, -0.108], [-1.471, -0.061, 1.433], [-1.611, 0.555, 2.674], [-1.614, -0.214, 3.830], [-1.472, -1.591, 3.751], [-1.332, -2.211, 2.514], [-1.329, -1.450, 1.357], [-1.461, 2.624, 0.130], [-2.502, 3.280, 0.738], [-2.544, 4.688, 0.718], [-1.573, 5.392, 0.059], [-0.507, 4.740, -0.605], [0.474, 5.450, -1.347], [1.457, 4.782, -2.013], [1.540, 3.365, -1.949], [0.630, 2.644, -1.219], [-0.433, 3.331, -0.551], [-5.413, -0.751, -3.646], [-5.670, -1.175, -1.228], [-3.893, -0.521, 0.336], [-1.568, 0.981, -2.966], [-3.361, 0.327, -4.504], [-1.721, 1.630, 2.743], [-1.735, 0.263, 4.792], [-1.480, -2.187, 4.652], [-1.223, -3.285, 2.448], [-1.202, -1.933, 0.397], [-3.303, 2.732, 1.214], [-3.356, 5.206, 1.203], [-1.621, 6.472, 0.023], [0.416, 6.528, -1.391], [2.191, 5.327, -2.590], [2.350, 2.875, -2.477], [-1.347, -5.722, -1.442], [-0.175, -5.113, -1.268], [0.387, -4.365, -2.220], [1.613, -3.751, -2.039], [1.941, -2.603, -2.854], [1.214, -1.387, -2.347], [1.142, -0.334, -3.012], [0.751, -1.400, -1.161], [2.302, -3.857, -0.842], [3.323, -3.253, -0.612], [1.723, -4.697, 0.088], [0.469, -5.289, 0.039], [-0.009, -5.865, 0.985], [-0.093, -4.210, -3.176], [1.738, -2.776, -3.911], [3.010, -2.395, -2.728], [2.231, -4.794, 0.960]]
}